Entry 1:
DFT (the ωB97M-V functional and the def2-TZVPD basis) results for C2HCuO3 as an isolated structure at a distorted geometry.

Properties
Electronic energy in eV: -52867.2943
LUMO level in eV: -1.9
Energy above the lowest of the compared OMol25 structures with the same formula, charge and spin in eV: 4.044
Frontier orbital gap in eV: 6.296

Positions of all 7 atoms, in Å:
O: 0.455 -0.554 0.610
O: -1.109 0.839 -0.203
C: -0.017 0.278 -0.218
Cu: -1.259 0.201 1.901
O: 0.604 0.009 -1.466
C: 1.491 -0.999 -1.190
H: 2.293 -0.534 -0.569

Cartesian forces, eV/Å:
-0.34 0.77 2.11
-0.14 1.16 1.21
0.12 -2.79 -2.95
0.51 -0.11 -1.01
-0.56 0.94 0.97
0.57 0.18 -0.27
-0.16 -0.16 -0.06

Entry 2:
DFT (the ωB97M-V functional and the def2-TZVPD basis) results for a 2-piece molecular cluster, C2H11N3O overall at a distorted geometry.

Properties
Structure (SMILES): CNN.CNO
Electronic energy in eV: -8767.0795
LUMO level in eV: 1.0
Energy above the lowest of the compared OMol25 structures with the same formula, charge and spin in eV: 2.735
Frontier orbital gap in eV: 9.085

Positions of all 17 atoms, in Å:
C: -2.650 -0.800 -0.017
H: -2.469 -1.823 -0.362
N: -1.624 1.244 0.580
H: -3.270 -0.302 -0.771
H: -0.845 -0.626 0.883
H: 3.555 -0.851 -0.275
H: -3.206 -0.855 0.925
N: -1.368 -0.115 0.159
H: -2.075 1.780 -0.169
H: 2.077 -1.741 -0.665
O: 2.365 1.432 0.122
H: 2.599 1.630 1.050
H: -0.746 1.743 0.761
H: 0.824 0.263 -0.167
H: 2.550 -0.353 -1.661
C: 2.528 -0.745 -0.639
N: 1.756 0.118 0.248

Cartesian forces, eV/Å:
0.16 -0.13 0.25
0.09 0.18 0.01
-0.08 0.71 0.94
0.21 0.03 0.12
-0.44 0.82 -0.09
-0.22 0.11 0.03
-0.18 0.11 -0.06
0.18 -0.46 -0.88
0.30 -0.70 0.00
-0.07 0.13 0.10
-0.10 -0.14 0.95
-0.11 -0.05 -0.73
-0.20 -0.55 -0.20
0.51 -0.26 0.09
0.11 -0.02 0.01
-0.06 -0.17 -0.16
-0.08 0.38 -0.37

Entry 3:
DFT (the ωB97M-V functional and the def2-TZVPD basis) results for a 5-piece molecular cluster, C17H42BN4O11P overall.

Properties
Structure (SMILES): O=[P@](O)(OCCCCO)OCB(O)O.CN(C)C=O.CN(C)C=O.CN(C)C=O.CN(C)C=O
Electronic energy in eV: -56763.9022
LUMO level in eV: 0.3
Frontier orbital gap in eV: 9.342

Positions of all 76 atoms, in Å:
H: 4.115 -4.632 0.318
H: 4.934 3.405 4.614
H: -2.538 0.184 -2.673
H: 6.079 -2.246 3.079
O: -4.746 -1.392 -0.875
H: -5.654 -3.941 -2.397
H: 1.692 0.879 -2.584
H: -3.264 -1.311 0.489
H: -3.295 -6.221 -0.596
C: 6.410 -4.131 1.367
H: -2.991 -5.890 -2.308
N: -3.274 5.957 -2.063
H: 2.433 1.089 3.405
O: 2.930 -3.285 1.284
H: -2.660 0.883 0.228
N: -5.016 -5.832 -1.742
H: -4.296 -3.941 -1.250
H: 3.055 -0.177 4.490
H: 6.255 -4.885 0.596
H: -4.206 1.006 -0.591
O: 0.699 1.018 1.627
H: -5.795 -7.663 -2.231
H: -3.775 4.748 -3.709
C: -3.680 -6.368 -1.608
H: 4.414 -2.723 3.473
H: -2.446 7.887 -2.162
C: -1.101 1.529 -1.778
H: -4.181 7.798 -2.518
O: 2.157 0.054 -2.438
H: -1.225 3.125 0.631
H: 6.826 -4.619 2.251
O: 3.626 -1.050 -0.964
H: -1.118 2.617 -1.683
H: 3.708 2.008 -0.795
H: -3.662 5.601 -0.083
H: -2.874 6.234 -4.081
O: 1.728 2.220 -0.427
H: -5.946 -4.263 -0.691
H: 6.241 1.683 4.947
C: -3.426 -0.971 -0.535
C: -6.068 -6.604 -2.078
O: -0.272 3.194 0.497
H: 3.832 3.260 3.235
H: -2.049 4.839 -3.356
H: -3.698 -7.436 -1.818
C: -5.239 -4.414 -1.506
C: -2.976 5.412 -3.377
H: -2.701 -1.499 -1.172
H: 3.316 -1.635 -0.259
O: -3.361 3.889 -1.145
C: 3.319 0.538 3.711
C: -3.382 7.392 -1.895
O: -0.476 0.944 -0.627
N: 4.339 1.460 4.192
H: -0.483 1.290 -2.650
C: -3.215 0.541 -0.647
C: 5.519 0.936 4.579
H: 4.717 -1.524 2.215
H: 3.211 3.093 4.884
H: 3.185 1.174 0.669
P: 0.437 1.763 0.385
N: 5.150 -3.493 1.671
C: 4.060 2.878 4.232
C: 5.092 -2.438 2.669
B: 2.854 0.048 -1.262
H: 3.693 -0.026 2.858
H: -3.106 1.834 -2.366
C: -2.532 1.006 -1.947
C: 4.003 -3.820 1.055
H: 7.138 -3.405 1.000
H: -3.607 7.616 -0.854
C: 2.920 1.375 -0.372
H: -4.877 -1.223 -1.810
O: 5.766 -0.255 4.517
O: -7.206 -6.198 -2.207
C: -3.440 5.103 -1.040

Cartesian forces, eV/Å:
-0.01 0.00 -0.03
0.00 0.02 0.00
0.01 0.07 0.07
0.00 -0.05 -0.03
0.11 0.11 0.08
0.01 0.02 0.00
-0.06 0.20 0.01
-0.08 0.05 -0.06
-0.01 0.00 0.01
0.00 -0.02 -0.02
0.00 0.00 -0.01
0.00 0.01 -0.02
0.01 0.00 0.00
-0.08 0.23 -0.24
-0.02 0.01 -0.08
0.05 0.05 0.02
-0.01 0.00 0.00
-0.01 -0.01 -0.01
0.01 -0.01 -0.01
0.15 -0.06 0.11
-0.15 0.38 -0.68
0.00 -0.01 0.00
-0.01 0.00 0.00
-0.03 0.00 0.00
0.02 0.09 0.03
0.01 0.00 0.01
0.02 0.16 -0.21
-0.01 0.00 0.00
0.19 -0.19 0.21
-0.15 0.03 0.03
-0.02 0.00 0.00
-0.32 0.09 -0.14
-0.01 -0.07 0.12
0.00 -0.09 0.11
0.00 0.00 0.00
0.00 -0.01 -0.01
-0.14 -0.22 0.10
0.01 0.02 0.01
0.00 0.01 0.01
0.25 -0.17 -0.01
-0.03 0.00 -0.01
0.27 -0.28 0.05
0.00 0.00 -0.01
0.01 0.01 0.01
0.01 0.00 0.00
-0.01 -0.12 -0.02
0.00 0.00 0.01
0.02 0.05 0.15
0.04 0.06 0.21
0.13 0.03 0.13
-0.05 0.13 0.01
0.00 -0.03 0.00
0.24 -0.11 0.34
0.04 -0.05 0.04
-0.14 -0.06 0.06
-0.31 0.19 -0.06
-0.27 -0.03 -0.19
0.07 -0.04 0.01
0.00 0.00 0.01
-0.13 0.03 -0.06
0.09 0.03 0.08
-0.10 -0.04 -0.02
0.01 -0.02 0.03
0.06 -0.05 -0.02
0.04 -0.10 -0.13
-0.09 0.06 0.01
0.08 -0.15 -0.10
-0.05 -0.08 -0.03
0.26 -0.18 0.04
-0.02 0.01 -0.01
0.00 0.02 0.00
0.03 0.01 0.07
-0.10 0.04 -0.15
0.22 0.06 0.17
0.01 -0.01 0.00
-0.03 -0.01 -0.03

Entry 4:
DFT (the ωB97M-V functional and the def2-TZVPD basis) results for a 2-piece molecular cluster, C2ClFO2S overall at a distorted geometry.

Properties
Expectation value of S²: 2.016
Electronic energy in eV: -32236.5240
LUMO level (alpha / beta) in eV: 0.1 / -3.9
2S+1: 3
Energy above the lowest of the compared OMol25 structures with the same formula, charge and spin in eV: 0.000
Frontier orbital gap (alpha / beta) in eV: 11.177 / 7.103

Positions of all 7 atoms, in Å:
O: 2.453 -0.252 1.243
O: 1.437 -2.184 0.050
Cl: -2.352 3.161 -1.637
F: 0.547 -1.500 2.291
S: 1.294 -1.004 0.849
C: -1.700 1.681 -1.372
C: -1.254 0.717 -0.776

Cartesian forces, eV/Å:
-0.35 0.11 0.03
-0.30 0.06 0.00
0.33 -0.70 -0.08
0.87 0.62 -1.75
-0.32 -0.73 1.66
-2.04 4.29 -1.82
1.81 -3.65 1.94

Entry 5:
DFT (the ωB97M-V functional and the def2-TZVPD basis) results for C5H13IP2 as an isolated structure at a distorted geometry.

Properties
Electronic energy in eV: -32071.0011
LUMO level in eV: 0.3
Energy above the lowest of the compared OMol25 structures with the same formula, charge and spin in eV: 0.000
Frontier orbital gap in eV: 8.447

Positions of all 21 atoms, in Å:
C: -2.514 -1.643 1.349
H: -0.952 1.684 -1.272
H: 1.789 0.684 -2.697
H: 0.100 0.192 -2.937
P: 0.045 -0.825 2.099
H: -0.383 -1.472 3.449
C: -0.757 1.101 -0.426
H: -1.652 0.627 -0.092
H: -0.495 1.813 0.281
I: 1.695 3.266 -1.414
H: 1.958 2.042 0.766
H: 1.128 -1.729 1.984
H: 1.346 -1.171 -2.354
P: 0.853 0.212 -0.433
C: 1.059 -0.113 -2.362
C: 2.080 1.584 -0.188
C: -1.185 -1.719 1.223
H: -3.252 -2.244 0.922
H: -2.977 -0.765 1.894
H: 3.066 1.041 -0.439
H: -0.950 -2.565 0.648

Cartesian forces, eV/Å:
0.62 3.49 1.55
-0.20 0.52 -1.66
-0.25 -1.52 0.11
1.42 -1.10 1.10
0.35 -0.12 3.21
0.59 0.92 -1.46
0.89 -0.59 0.23
-0.25 -0.83 0.15
-0.07 1.68 1.84
0.36 0.55 -0.53
0.54 -0.30 0.98
-0.18 0.11 -0.14
0.06 0.51 -0.96
-0.56 -0.49 -2.36
-0.85 1.99 1.03
0.23 -1.64 -1.35
-2.51 -1.40 -0.40
-0.58 -1.25 -0.92
0.58 -1.03 -0.28
-1.24 1.50 0.68
1.05 -0.99 -0.82

Entry 6:
DFT (the ωB97M-V functional and the def2-TZVPD basis) results for C4H6S2Si as an isolated structure at a distorted geometry.

Properties
Electronic energy in eV: -33788.4516
LUMO level (alpha / beta) in eV: -1.1 / -0.8
Energy above the lowest of the compared OMol25 structures with the same formula, charge and spin in eV: 2.680
Frontier orbital gap (alpha / beta) in eV: 6.502 / 6.951

Positions of all 13 atoms, in Å:
C: 2.045 0.266 -1.369
H: 2.817 0.141 -2.107
C: 0.859 -1.010 0.260
S: 1.234 1.606 -0.838
H: 1.943 -1.837 -1.281
H: -1.552 0.814 2.146
C: 1.613 -0.986 -0.824
Si: -1.499 1.071 0.782
H: -1.716 2.487 0.286
S: 1.491 1.779 1.637
H: 0.442 -1.786 0.770
C: 0.398 0.921 0.560
H: -2.421 0.177 0.094

Cartesian forces, eV/Å:
-1.06 -0.47 -0.32
0.24 1.14 -0.23
-0.23 5.72 -0.86
1.07 -0.49 -0.43
1.05 -2.28 -1.08
-0.45 -0.07 1.92
-0.55 1.70 1.34
1.31 1.50 -1.63
-0.27 -0.55 0.48
-0.16 0.40 0.35
-1.15 -1.88 1.41
0.16 -4.36 -0.53
0.04 -0.37 -0.40

Entry 7:
DFT (the ωB97M-V functional and the def2-TZVPD basis) results for C25H30AuN2O2Sb2 as an isolated structure at a distorted geometry.

Properties
Electronic energy in eV: -50226.1312
Charge: +3
LUMO level in eV: -12.3
Frontier orbital gap in eV: 4.559

Positions of all 62 atoms, in Å:
C: -2.689 -3.280 0.158
C: -4.781 -2.102 0.236
H: 0.323 -2.337 4.463
H: 1.626 -2.525 3.241
H: -0.046 -3.017 2.853
H: 6.438 -0.309 4.505
C: 3.396 1.565 1.549
H: 4.250 2.095 1.127
Au: 0.219 0.268 0.090
H: 4.640 -1.644 1.316
Sb: 0.084 -0.360 2.737
H: 1.211 2.044 3.125
C: -4.075 -3.300 0.264
C: 0.573 -2.308 3.401
H: 0.679 5.693 -0.828
H: -0.942 -2.067 -0.065
C: -2.024 -2.078 0.032
H: 4.300 1.808 -1.470
H: -5.858 -2.080 0.343
H: -6.413 -4.098 -0.246
H: -3.536 1.649 -0.315
C: 5.039 0.559 3.127
C: -4.704 -4.657 0.513
N: -1.965 0.333 -0.081
C: -2.462 1.498 -0.245
C: 3.529 1.091 -1.748
H: -1.794 6.032 -0.856
H: 5.485 -0.572 0.143
C: -4.113 -0.892 0.116
O: -5.989 -4.835 0.212
H: 5.803 0.781 2.390
H: -4.693 0.022 0.121
C: -1.856 -0.044 3.528
H: 3.932 0.355 -2.442
H: -2.158 -4.222 0.188
H: 2.523 2.215 1.554
C: 5.404 -0.047 4.324
H: -3.278 4.049 -0.580
C: 3.134 0.063 5.048
C: -1.372 5.046 -0.717
H: -2.561 -0.710 3.031
O: -4.037 -5.524 0.990
H: 4.602 -2.020 -0.430
H: -2.159 0.992 3.397
C: 0.498 3.577 -0.510
N: -0.296 2.521 -0.354
C: -0.001 4.863 -0.695
C: 4.630 -1.227 0.313
C: -2.201 3.939 -0.561
C: -2.726 -0.873 0.016
Sb: 2.961 0.063 0.027
C: -1.628 2.695 -0.385
H: 4.718 -0.775 6.223
H: -1.791 -0.298 4.588
C: 1.363 1.139 3.708
H: 0.854 1.236 4.671
H: 2.387 -0.096 5.820
H: 2.686 1.598 -2.212
C: 2.761 0.693 3.852
C: 4.444 -0.306 5.288
H: 1.565 3.392 -0.506
C: 3.725 0.925 2.863

Cartesian forces, eV/Å:
-0.01 -0.02 0.00
0.06 0.01 -0.01
0.01 0.08 0.00
0.02 0.04 0.05
-0.01 -0.01 0.04
0.00 0.03 -0.02
-0.05 -0.51 -0.50
-0.02 0.13 0.14
0.37 -0.18 0.59
0.00 0.06 0.02
0.29 -0.05 0.27
0.01 0.07 0.10
-0.14 0.02 0.05
0.05 -0.02 -0.43
0.01 -0.01 0.01
-0.02 -0.08 -0.07
0.13 0.14 0.02
0.00 -0.03 0.07
0.00 -0.02 0.01
0.15 -0.05 0.00
0.00 -0.09 -0.08
0.15 0.02 -0.03
0.00 0.13 -0.09
0.54 0.03 0.35
-0.14 0.13 -0.12
-0.31 -0.18 -0.16
-0.01 -0.01 -0.02
-0.07 0.09 0.00
-0.01 0.21 -0.01
-0.10 -0.02 0.04
0.02 -0.02 0.05
-0.03 -0.04 0.01
-0.19 -0.03 -0.57
0.00 0.02 -0.02
0.01 0.01 0.00
0.14 0.15 0.11
0.05 0.01 -0.12
0.01 -0.01 0.00
-0.14 0.08 -0.02
0.08 0.04 0.01
-0.02 0.00 0.06
0.00 -0.09 0.04
0.04 -0.01 0.00
0.03 0.01 0.04
-0.08 -0.05 -0.02
0.35 -0.19 -0.34
-0.08 0.00 0.01
-0.51 -0.58 -0.11
-0.11 0.04 0.01
-0.12 -0.26 0.12
-0.24 1.23 0.70
-0.04 0.01 0.06
-0.01 0.02 0.01
0.11 0.00 -0.01
-0.33 -0.11 -0.38
-0.07 -0.01 -0.05
0.01 0.00 -0.02
0.02 0.02 -0.01
0.13 -0.25 0.22
-0.02 -0.06 0.02
0.01 0.03 0.00
0.07 0.13 0.03

Entry 8:
DFT (the ωB97M-V functional and the def2-TZVPD basis) results for one molecule with the formula C17H13ClN2O3 at a distorted geometry.

Properties
Structure (SMILES): O=C(Nc1ccccc1)OCc1cc(-c2ccccc2Cl)on1
Electronic energy in eV: -39484.6051
LUMO level in eV: 0.2
Energy above the lowest of the compared OMol25 structures with the same formula, charge and spin in eV: 1.588
Frontier orbital gap in eV: 8.822

Positions of all 36 atoms, in Å:
H: -7.274 -1.384 0.457
O: 3.171 -1.919 0.294
C: 6.552 0.723 0.827
C: 1.999 -0.415 -0.814
C: 5.724 1.958 -1.052
H: -0.235 -1.940 -2.070
H: -2.346 0.829 0.223
C: 3.218 -0.685 -0.236
C: -6.962 0.657 1.018
H: -7.998 0.833 1.266
H: 5.838 2.749 -1.777
C: 5.424 -0.084 0.801
H: 1.672 0.474 -1.308
C: -0.161 -1.863 -0.977
C: 1.243 -1.584 -0.573
C: -6.031 1.673 1.152
O: -2.784 -2.160 -0.629
C: -4.296 0.197 0.378
C: 6.704 1.740 -0.097
H: -6.337 2.647 1.505
H: -0.501 -2.805 -0.536
H: -3.980 2.242 0.942
N: 1.960 -2.461 0.084
C: -4.705 1.448 0.835
C: -5.230 -0.824 0.243
C: -2.306 -1.085 -0.383
H: 7.586 2.360 -0.070
C: 4.600 1.158 -1.079
N: -2.941 0.025 0.074
H: 3.844 1.318 -1.831
C: 4.425 0.122 -0.158
Cl: 5.280 -1.323 1.992
H: 7.305 0.545 1.578
H: -4.915 -1.791 -0.109
C: -6.555 -0.586 0.563
O: -0.987 -0.790 -0.531

Cartesian forces, eV/Å:
-0.05 -0.07 -0.01
0.62 0.43 -0.16
0.00 -0.03 0.01
0.73 -0.23 0.39
-0.02 0.05 0.00
-0.02 -0.01 0.20
-0.07 -0.20 -0.04
-1.24 0.20 -0.54
-0.14 0.00 0.02
-0.08 0.02 0.02
0.00 0.06 -0.07
-0.08 0.18 -0.23
-0.01 0.25 -0.09
-0.08 -0.63 -0.13
0.42 0.17 0.17
0.01 0.00 0.00
-0.13 -0.23 -0.05
-0.32 -0.12 0.02
-0.05 -0.04 0.01
-0.01 0.07 0.02
0.10 0.15 -0.13
0.07 0.08 0.01
-1.24 -0.61 -0.15
0.08 -0.06 -0.03
0.09 -0.15 -0.06
0.23 0.11 -0.05
0.08 0.05 0.01
0.02 -0.13 0.12
0.36 0.45 0.07
-0.08 0.00 -0.09
0.45 -0.05 0.21
0.26 0.00 0.30
0.05 -0.03 0.08
0.01 -0.04 -0.01
-0.02 0.13 0.04
0.04 0.24 0.13

Q: What is the electronic energy in the third record?
A: -56763.9022 eV

Q: Which value of electronic energy does entry 1 give?
A: -52867.2943 eV

What did the fifth record say?
DFT (the ωB97M-V functional and the def2-TZVPD basis) results for C5H13IP2 as an isolated structure at a distorted geometry.

Properties
Electronic energy in eV: -32071.0011
LUMO level in eV: 0.3
Energy above the lowest of the compared OMol25 structures with the same formula, charge and spin in eV: 0.000
Frontier orbital gap in eV: 8.447

Positions of all 21 atoms, in Å:
C: -2.514 -1.643 1.349
H: -0.952 1.684 -1.272
H: 1.789 0.684 -2.697
H: 0.100 0.192 -2.937
P: 0.045 -0.825 2.099
H: -0.383 -1.472 3.449
C: -0.757 1.101 -0.426
H: -1.652 0.627 -0.092
H: -0.495 1.813 0.281
I: 1.695 3.266 -1.414
H: 1.958 2.042 0.766
H: 1.128 -1.729 1.984
H: 1.346 -1.171 -2.354
P: 0.853 0.212 -0.433
C: 1.059 -0.113 -2.362
C: 2.080 1.584 -0.188
C: -1.185 -1.719 1.223
H: -3.252 -2.244 0.922
H: -2.977 -0.765 1.894
H: 3.066 1.041 -0.439
H: -0.950 -2.565 0.648

Cartesian forces, eV/Å:
0.62 3.49 1.55
-0.20 0.52 -1.66
-0.25 -1.52 0.11
1.42 -1.10 1.10
0.35 -0.12 3.21
0.59 0.92 -1.46
0.89 -0.59 0.23
-0.25 -0.83 0.15
-0.07 1.68 1.84
0.36 0.55 -0.53
0.54 -0.30 0.98
-0.18 0.11 -0.14
0.06 0.51 -0.96
-0.56 -0.49 -2.36
-0.85 1.99 1.03
0.23 -1.64 -1.35
-2.51 -1.40 -0.40
-0.58 -1.25 -0.92
0.58 -1.03 -0.28
-1.24 1.50 0.68
1.05 -0.99 -0.82

Q: electronic energy of number 1 (C2HCuO3)?
A: -52867.2943 eV